Entry 1:
Density functional theory data (ωB97M-V/def2-TZVPD) for 8 unconnected molecules or ions with the total composition H16O8.

Output
Energy relative to the best compared isomer or geometry (same formula, charge and spin) (kcal per mole): 70.8
E_tot (a.u.): -611.46972
SMILES: O.O.O.O.O.O.O.O
Multiplicity: 1

XYZ file:
```
24
Properties=species:S:1:pos:R:3:forces:R:3:nbo_charge:R:1
O 30.00500 -11.47400 2.35300 1.4 -2.3 1.0 -0.92
H 30.42200 -11.23200 3.18300 0.3 -0.6 0.4 0.46
H 29.68600 -10.64800 2.14000 -1.7 2.7 -1.4 0.46
O 27.87300 -9.78000 3.55300 1.5 -1.5 -0.6 -0.91
H 27.35100 -9.69200 4.30500 -1.3 -0.3 2.6 0.47
H 27.67600 -8.98700 3.12800 -0.1 2.2 -1.7 0.46
O 22.47700 -11.72800 1.48700 -0.1 2.0 0.0 -0.99
H 23.01800 -10.90500 1.74800 -1.2 -2.1 -0.7 0.47
H 22.97400 -12.43800 1.84800 0.6 -1.2 0.5 0.46
O 23.48700 -11.11100 4.46500 -0.4 -1.1 0.1 -0.93
H 22.57100 -10.96300 4.22500 -0.3 -0.2 -0.1 0.47
H 23.87900 -10.26100 4.41600 0.7 1.2 0.1 0.46
O 25.99000 -13.27900 4.79300 0.9 -0.7 0.6 -0.98
H 25.14000 -13.38100 5.19900 -0.7 0.2 0.1 0.46
H 25.93000 -12.65400 4.06900 -0.3 0.3 -0.4 0.49
O 26.04600 -11.57500 2.68700 -1.0 -1.4 -0.5 -0.99
H 26.77400 -10.96800 2.71400 0.7 0.9 0.3 0.50
H 25.20300 -11.12300 2.63000 0.0 0.3 0.2 0.48
O 27.66000 -10.30700 0.78000 -0.8 0.6 -0.4 -0.93
H 27.13800 -11.12000 0.78400 0.3 -0.4 0.1 0.49
H 26.94800 -9.64600 0.71100 0.6 -0.1 -0.1 0.45
O 23.92800 -9.70600 1.88900 0.1 0.8 1.5 -0.95
H 24.37100 -9.57400 1.06400 0.0 0.6 -0.9 0.50
H 23.28600 -9.01000 2.10300 0.5 0.0 -0.6 0.51
```
Forces are in eV/Å.

Entry 2:
Density functional theory data (ωB97M-V/def2-TZVPD) for 2 unconnected molecules or ions with the total composition C4H8N2S.

Output
Energy relative to the best compared isomer or geometry (same formula, charge and spin) (kcal per mole): 85.7
E_tot (a.u.): -664.79616
Multiplicity: 1

XYZ file:
```
15
Properties=species:S:1:pos:R:3:forces:R:3:nbo_charge:R:1
C 0.65115 0.91186 0.23496 -3.0 -2.2 -3.2 -0.02
C -2.42006 0.14006 -1.19848 0.4 -0.5 -0.9 0.28
C 0.26789 -2.08085 -0.70879 -0.2 -0.6 1.0 -0.74
C 0.73093 -0.09333 1.06878 -0.8 -2.8 1.9 -0.45
N 1.59319 1.83214 0.31612 2.0 6.2 -1.5 -0.82
N -2.86410 0.60994 -0.24442 -0.3 0.2 0.1 -0.71
S -0.10381 -1.70755 1.02165 0.4 1.3 0.3 0.17
H -0.05297 0.92246 -0.72095 1.5 -0.1 2.3 0.21
H 1.52566 2.62499 -0.45551 0.2 -2.1 2.7 0.38
H 0.03012 -3.17395 -0.78617 1.0 0.9 -0.4 0.23
H 1.25876 -1.62917 -0.90163 -0.3 -1.1 -0.2 0.23
H -0.46945 -1.54158 -1.23841 -0.6 0.4 -1.1 0.22
H 1.48613 -0.08326 1.86572 -0.2 0.2 -0.4 0.20
H 1.72765 2.19636 1.28159 0.1 -0.2 -1.3 0.39
H -3.36107 1.07186 0.46555 -0.3 0.3 0.7 0.44
```
Forces are in eV/Å.

Entry 3:
Density functional theory data (ωB97M-V/def2-TZVPD) for 6 unconnected molecules or ions with the total composition C26H44F9N5O8S.

Output
E_tot (a.u.): -3189.74816
SMILES: C=C[C@@H]1OC(=O)O[C@]1(S)CCC(F)(F)C(F)(F)C(F)(F)C(F)(F)F.CN(C)C=O.CN(C)C=O.CN(C)C=O.CN(C)C=O.CN(C)C=O
Multiplicity: 1

XYZ file:
```
93
Properties=species:S:1:pos:R:3:forces:R:3:lowdin_charge:R:1
C 5.92160 -3.83967 -1.52040 -0.1 0.2 0.0 0.05
C 5.88293 -2.50351 -1.37627 -0.6 -0.7 -0.2 -0.11
C 6.23143 -1.64863 -2.55101 -2.0 0.0 0.0 -0.32
O 7.60929 -1.33992 -2.38321 0.5 0.3 -1.3 0.08
C 7.76282 -0.04898 -2.85147 0.8 -0.1 0.0 -0.55
O 8.68058 0.36106 -3.50481 -1.1 -0.4 1.4 0.18
O 6.66128 0.62042 -2.41810 0.1 0.6 -0.6 0.00
C 5.53273 -0.25375 -2.75977 1.4 0.7 0.3 -0.60
S 5.37465 -0.10583 -4.57367 -0.5 -0.4 -0.2 0.93
C 4.40258 0.17582 -1.83593 -0.5 0.1 -0.3 -0.11
C 3.03931 0.55059 -2.43261 0.1 -0.3 0.3 -0.06
C 1.96544 -0.52458 -2.31701 0.5 1.3 -0.4 -0.44
F 1.83210 -0.85646 -1.01979 -0.2 -0.6 0.1 0.14
F 0.79704 0.05688 -2.71505 -0.4 -0.2 0.0 0.10
C 2.18682 -1.75600 -3.21466 -1.0 -0.1 0.6 -0.36
F 2.47904 -1.32192 -4.44215 0.3 -0.1 -0.2 0.14
F 3.18709 -2.47808 -2.66969 0.5 0.0 -0.3 0.16
C 0.96432 -2.71205 -3.34174 0.4 0.2 0.3 -0.35
F 0.05717 -2.18594 -4.17249 0.0 -0.1 -0.2 0.17
F 0.39286 -2.86062 -2.13201 -0.1 -0.1 0.0 0.15
C 1.38855 -4.12287 -3.84136 -0.4 -0.4 -0.2 -0.53
F 2.34650 -4.04153 -4.76990 -0.2 0.0 0.2 0.18
F 1.82233 -4.87526 -2.82756 0.0 0.2 -0.3 0.18
F 0.31709 -4.72532 -4.38045 0.3 0.1 0.1 0.18
H 5.46469 -4.31446 -2.38094 1.2 0.0 -0.9 0.07
H 6.38809 -4.50069 -0.80279 -1.2 -0.1 0.8 0.07
H 5.56658 -2.08525 -0.42918 1.5 0.4 0.5 0.11
H 6.04993 -2.19942 -3.47602 0.4 -0.4 0.0 0.12
H 4.85717 1.12484 -4.73094 0.1 0.0 0.4 -0.09
H 4.22430 -0.55677 -1.05508 0.1 -0.3 0.0 0.11
H 4.75903 1.05956 -1.32374 0.2 0.2 0.0 0.09
H 2.64585 1.36096 -1.82602 -0.1 0.1 0.1 0.14
H 3.06208 0.91979 -3.44980 0.2 -0.1 -0.2 0.10
C -3.70143 -2.92717 0.01779 0.3 0.2 -0.2 -0.04
N -2.89468 -1.94355 0.71590 -0.1 -0.1 -0.1 -0.18
C -1.67827 -1.44834 0.09389 -0.1 0.1 0.2 -0.04
C -3.23954 -1.46754 1.92139 -0.2 0.0 0.2 -0.37
O -2.61068 -0.64082 2.55651 0.1 0.1 0.0 0.00
H -3.10966 -3.82767 -0.16148 -0.1 -0.1 0.0 0.09
H -4.02449 -2.51117 -0.93776 -0.1 -0.1 0.0 0.07
H -4.57759 -3.18992 0.60609 0.0 0.0 0.0 0.09
H -0.82138 -1.66713 0.73189 0.1 0.0 -0.1 0.10
H -1.74432 -0.36635 -0.03122 0.1 0.0 0.0 0.09
H -1.53907 -1.91704 -0.87593 -0.1 0.0 0.0 0.07
H -4.17840 -1.90302 2.30175 0.0 -0.1 0.0 0.12
C 7.64969 4.61644 1.10780 -0.1 -0.2 0.1 -0.05
N 6.66817 3.65470 0.64411 0.1 0.1 0.1 -0.19
C 6.56300 2.36829 1.31286 -0.1 0.0 -0.2 -0.03
C 5.84990 3.91028 -0.38766 0.1 0.1 -0.1 -0.33
O 5.01195 3.13505 -0.81225 -0.2 -0.1 0.0 0.00
H 8.65207 4.19210 1.02867 0.0 0.1 0.0 0.09
H 7.45387 4.87462 2.15011 0.1 0.1 0.0 0.09
H 7.60182 5.52098 0.50595 0.0 0.0 0.0 0.08
H 6.75120 1.56410 0.59982 0.0 0.0 0.0 0.09
H 5.55770 2.24060 1.71626 0.0 -0.1 0.0 0.10
H 7.28790 2.31450 2.12039 0.0 0.0 0.0 0.09
H 6.00650 4.90594 -0.83246 0.0 0.0 0.0 0.14
C -2.34204 0.59788 -4.07282 -0.1 0.3 0.2 -0.05
N -3.41483 0.77854 -3.11136 0.1 0.0 -0.1 -0.19
C -3.64080 2.09469 -2.53731 -0.1 -0.1 0.1 -0.03
C -4.20733 -0.23491 -2.72864 0.0 -0.2 0.0 -0.37
O -5.11599 -0.14812 -1.92373 0.0 0.0 0.1 0.00
H -1.39093 0.85822 -3.60716 0.1 0.0 -0.1 0.08
H -2.51075 1.24465 -4.93611 0.1 -0.1 -0.1 0.09
H -2.30089 -0.43629 -4.40755 0.0 0.0 0.0 0.08
H -3.53454 2.05006 -1.45282 0.0 0.1 0.0 0.09
H -4.65194 2.43141 -2.76702 0.0 0.1 0.0 0.09
H -2.92112 2.79984 -2.94438 0.0 0.0 0.0 0.09
H -3.94827 -1.19076 -3.21775 0.0 0.0 0.0 0.13
C -6.41184 -0.00463 1.86265 -0.1 0.3 0.2 -0.05
N -7.48278 0.16071 2.82678 0.1 -0.1 -0.1 -0.19
C -7.73620 1.48024 3.38409 -0.2 -0.2 0.1 -0.04
C -8.25212 -0.86899 3.22435 0.0 -0.1 0.0 -0.37
O -9.16038 -0.79000 4.02716 0.0 0.0 0.1 0.01
H -5.46330 0.28494 2.32120 0.1 0.0 -0.1 0.07
H -6.59530 0.62404 0.98965 0.1 -0.1 -0.1 0.09
H -6.34821 -1.04175 1.53976 -0.1 0.0 0.0 0.07
H -7.62464 1.44586 4.46764 0.0 0.2 0.0 0.08
H -8.75860 1.78289 3.15568 0.0 0.1 0.0 0.09
H -7.03737 2.20104 2.96848 0.0 0.0 0.0 0.09
H -7.97661 -1.82358 2.74153 0.0 0.0 0.0 0.13
C -3.15616 0.62131 7.32920 -0.1 0.0 -0.2 -0.06
N -4.05430 1.44068 6.54183 0.1 -0.1 0.1 -0.20
C -4.33170 1.06731 5.16481 -0.1 0.1 0.1 -0.04
C -4.64532 2.54165 7.04094 0.0 0.1 0.1 -0.36
O -5.40525 3.26023 6.42205 0.0 0.0 -0.1 0.01
H -2.17169 0.58897 6.85816 0.0 -0.1 0.1 0.09
H -3.54715 -0.39555 7.40291 0.1 0.0 0.1 0.09
H -3.05459 1.03284 8.33134 0.0 0.0 0.0 0.08
H -4.03262 1.87904 4.50109 0.0 -0.1 -0.1 0.10
H -5.40331 0.90116 5.04494 0.0 0.0 -0.1 0.08
H -3.78632 0.16482 4.90186 0.1 0.0 0.0 0.08
H -4.37224 2.74126 8.09169 0.0 0.0 0.0 0.13
```
Forces are in eV/Å.

Entry 4:
Density functional theory data (ωB97M-V/def2-TZVPD) for a molecular structure, C33H55ClNO16S.

Output
Total charge: +1
E_tot (a.u.): -3406.93580
Multiplicity: 1

XYZ file:
```
107
Properties=species:S:1:pos:R:3:forces:R:3:lowdin_charge:R:1
C 5.23184 -2.61607 0.12227 -0.3 -0.6 -0.5 -0.08
C 5.77193 -3.03800 -1.37896 0.1 0.0 2.1 -0.23
O 4.59986 -3.53230 -2.10358 1.8 1.8 -1.5 -0.21
C 4.57872 -3.09936 -3.49820 -0.9 -1.2 -0.2 -0.17
C 3.17561 -2.32151 -3.74094 0.8 -1.4 -1.8 -0.05
N 3.27247 -0.81024 -3.59720 2.2 2.2 1.6 -0.01
C 4.36309 -0.00958 -3.51248 -2.8 -0.7 0.9 0.19
C 3.95106 1.57097 -3.41091 1.1 1.2 -2.6 -0.39
O 4.24253 2.03975 -4.79620 0.9 -2.5 0.8 -0.08
O 4.77447 2.46464 -2.61238 -0.7 -3.1 -0.3 0.04
C 2.33375 1.61988 -3.28158 1.2 -0.6 0.5 -0.47
S 1.61721 2.61792 -4.72947 0.0 1.5 1.1 0.76
C 1.93245 2.23158 -1.83634 -1.6 0.4 0.2 -0.18
O 2.50811 1.52995 -0.69651 0.3 1.8 -1.3 -0.21
C 3.25646 2.42029 0.19074 1.7 0.6 0.6 -0.10
C 1.98883 0.02241 -3.59051 -1.7 2.1 0.6 -0.58
Cl 1.53552 -0.07123 -5.39717 0.1 -1.7 1.4 0.69
O 0.97833 -0.29509 -2.59733 1.0 -0.7 -2.6 -0.11
C -0.37070 -0.34137 -3.15958 -2.6 -0.5 -0.8 -0.15
C -1.54516 -0.51535 -2.03586 0.6 -0.9 0.9 -0.31
C -1.16086 -1.52153 -0.82649 -0.7 0.5 0.8 -0.05
O -2.70384 -1.11976 -2.74327 0.0 2.0 1.9 -0.12
H 5.59268 -3.42638 0.86596 -0.5 1.7 -1.0 0.08
H 4.06439 -2.65782 0.12130 2.2 0.1 -0.1 0.09
H 5.55386 -1.54552 0.41734 -0.4 -1.9 -0.4 0.08
H 6.28243 -2.11460 -1.85186 -1.0 -1.5 0.4 0.10
H 6.56454 -3.89025 -1.27439 -1.4 1.6 -0.4 0.13
H 5.52228 -2.52210 -3.84186 -1.6 -0.8 0.7 0.12
H 4.55486 -4.08117 -4.14395 -0.1 2.0 1.0 0.15
H 2.89296 -2.50174 -4.86751 0.3 0.5 2.2 0.15
H 2.34652 -2.79333 -3.08609 1.4 1.3 -0.9 0.17
H 5.46386 -0.37933 -3.53013 -2.2 0.4 0.0 0.18
H 5.02794 1.49331 -5.09866 -1.2 1.3 0.1 0.13
H 5.68548 2.05788 -2.63054 -1.2 0.9 0.2 0.14
H 0.23499 2.75071 -4.52351 1.4 -0.5 0.7 -0.08
H 0.76920 2.18208 -1.70888 2.0 0.0 -0.5 0.14
H 2.18582 3.37739 -1.86294 -0.1 -2.3 0.0 0.15
H 2.64155 2.87001 1.06018 0.8 -1.1 -1.5 0.09
H 4.15469 1.79502 0.61508 -2.0 1.2 -0.6 0.11
H 3.76013 3.31814 -0.37210 -1.1 -1.7 0.8 0.10
H -0.48577 -1.27153 -3.86898 0.4 1.8 1.4 0.12
H -0.64826 0.63670 -3.74953 0.9 -1.8 1.0 0.12
H -1.89228 0.50359 -1.61515 0.9 -1.5 -0.7 0.15
H -0.74485 -2.54984 -1.16351 -0.7 2.0 0.4 0.07
H -0.48928 -1.00904 -0.00994 -1.0 -1.0 -1.8 0.10
H -2.16758 -1.75993 -0.26835 1.9 0.4 -1.1 0.10
H -3.49952 -0.74735 -2.25479 1.4 -0.9 -1.0 0.13
O 3.98176 3.76091 2.85956 -1.1 0.1 0.8 0.08
C 3.02382 4.24168 3.43287 0.9 -0.7 -0.7 -0.47
O 2.16534 3.52997 4.21498 1.0 0.1 -0.6 0.04
C 1.09774 4.38135 4.64059 -0.8 0.0 0.5 -0.16
C 1.63878 5.78440 4.52452 -0.2 0.7 0.3 -0.16
C 2.58541 5.67513 3.35228 0.0 0.4 0.4 -0.08
H 0.23565 4.21305 3.98815 0.1 0.0 0.1 0.11
H 0.81741 4.13482 5.66717 0.0 -0.2 -0.3 0.12
H 0.85834 6.53667 4.38952 0.0 -0.2 0.1 0.12
H 2.20239 6.04081 5.42867 -0.1 0.0 -0.1 0.12
H 2.07475 5.83882 2.39958 0.2 0.0 0.0 0.13
H 3.43487 6.35231 3.45633 0.0 -0.2 -0.4 0.13
O -1.56497 -4.54832 -0.36233 0.6 -1.6 0.0 0.09
C -0.90019 -5.53022 -0.62643 -0.8 1.3 0.6 -0.45
O -0.96965 -6.70711 0.05691 -0.3 0.7 -0.2 0.04
C 0.02111 -7.60498 -0.44758 0.3 -0.6 0.1 -0.16
C 0.33563 -7.11002 -1.83739 0.3 -0.3 -0.6 -0.16
C 0.13881 -5.61803 -1.70650 0.0 -0.2 -0.5 -0.09
H 0.89283 -7.56985 0.21358 -0.1 0.0 0.0 0.13
H -0.37571 -8.62306 -0.45597 -0.1 0.2 0.2 0.13
H 1.33393 -7.39252 -2.17932 -0.1 0.0 0.1 0.12
H -0.39242 -7.51518 -2.54910 0.1 0.0 0.1 0.13
H 1.04868 -5.11528 -1.36758 -0.1 0.1 0.0 0.13
H -0.22285 -5.17647 -2.63705 0.1 0.3 0.2 0.13
O -0.75174 -3.52799 -5.34730 -0.8 0.2 -0.9 0.08
C -1.67228 -3.02603 -5.96308 1.1 -0.3 0.4 -0.46
O -2.03927 -3.39312 -7.22293 0.5 -0.2 0.7 0.03
C -3.08036 -2.52772 -7.68168 -0.5 0.1 -0.6 -0.16
C -3.70425 -1.95913 -6.43148 -0.6 0.3 0.1 -0.15
C -2.53275 -1.89569 -5.47977 -0.6 -0.3 0.0 -0.11
H -2.63629 -1.75265 -8.31442 0.0 -0.1 0.0 0.13
H -3.79895 -3.09925 -8.27417 0.3 -0.1 0.0 0.13
H -4.19071 -0.99452 -6.59333 0.0 -0.1 -0.1 0.12
H -4.45576 -2.65534 -6.04243 0.1 0.1 -0.1 0.13
H -1.97867 -0.95834 -5.57809 0.0 0.0 0.1 0.13
H -2.84517 -2.05341 -4.44595 0.5 0.1 -0.4 0.10
O -1.82916 3.98482 5.94891 -0.6 0.3 -1.5 0.10
C -2.62939 4.21652 5.06474 0.9 -0.1 1.5 -0.45
O -2.28722 4.44762 3.76490 0.3 -0.2 0.5 0.01
C -3.45946 4.79179 3.02311 -0.3 0.2 -0.6 -0.17
C -4.61195 4.22856 3.81671 -0.8 -0.2 -0.2 -0.16
C -4.11507 4.33674 5.23904 -0.4 -0.3 -0.1 -0.07
H -3.50884 5.88176 2.93453 0.0 -0.1 0.0 0.13
H -3.40132 4.35772 2.02182 0.2 0.1 0.2 0.13
H -5.55346 4.75341 3.64008 0.1 -0.1 0.0 0.12
H -4.75973 3.17382 3.55892 0.0 0.2 0.0 0.13
H -4.34511 5.31125 5.67768 0.1 -0.1 0.1 0.14
H -4.50431 3.53046 5.86313 0.2 0.3 0.2 0.11
O -6.73841 1.78214 6.54289 1.4 -0.5 0.5 0.10
C -5.94900 1.23753 7.28847 -1.3 0.5 -1.0 -0.47
O -4.68332 0.87772 6.93213 -0.6 0.4 -0.2 0.02
C -4.07353 0.16681 8.01167 0.6 -0.4 0.2 -0.16
C -4.83653 0.58452 9.24404 0.2 0.0 0.8 -0.17
C -6.22717 0.82348 8.70404 0.2 0.1 0.5 -0.08
H -4.15783 -0.90657 7.81430 0.0 0.1 0.0 0.13
H -3.01557 0.43277 8.07575 -0.2 0.0 -0.3 0.13
H -4.79868 -0.15665 10.04557 0.1 0.1 -0.1 0.12
H -4.42733 1.52380 9.63285 0.0 -0.2 0.0 0.12
H -6.82438 -0.09203 8.69690 -0.1 0.1 0.0 0.14
H -6.74073 1.61541 9.25172 -0.2 -0.2 -0.3 0.13
```
Forces are in eV/Å.

Entry 5:
Density functional theory data (ωB97M-V/def2-TZVPD) for a molecular structure, C7H17AlI2NO2P2.

Output
Total charge: -1
E_tot (a.u.): -2002.64185
Multiplicity: 1

XYZ file:
```
32
Properties=species:S:1:pos:R:3:forces:R:3:nbo_charge:R:1
C 2.55105 -2.19166 1.69748 0.1 0.6 0.8 -0.63
C 2.58013 -0.65058 1.04885 0.7 -1.3 0.7 -0.70
P 1.40947 -0.64078 -0.45995 0.4 -0.2 -0.2 0.11
C 2.23975 0.02862 -2.04415 1.4 0.1 -1.3 -0.68
C 1.20786 0.72522 -3.11872 0.8 -0.1 -0.8 -0.64
Al -0.63787 0.35946 -0.01558 -0.3 -0.7 -0.2 0.89
C -1.73456 -0.98301 1.09859 -4.6 -2.0 -1.4 -0.64
I -0.99397 -1.64787 3.08985 -0.6 0.5 -1.4 0.08
C -3.02944 -1.50902 0.58347 4.0 2.3 0.7 -0.23
C -3.63972 -1.05598 -0.87452 -1.1 -1.2 0.2 -0.67
I -4.22516 -2.90140 1.78984 0.5 0.8 -1.0 0.06
P -0.52323 2.36355 1.15220 1.0 1.7 0.9 1.53
N 0.96813 2.78938 1.63925 -1.9 -0.9 -0.7 -1.31
O -1.07823 3.69723 0.11801 -1.8 -2.1 1.6 -0.98
O -1.66033 2.20625 2.50793 -0.3 -0.1 -2.8 -0.98
H 3.64700 -2.61238 1.69556 -2.2 0.5 -0.1 0.19
H 1.77574 -2.87620 1.14840 1.7 1.3 1.0 0.23
H 2.21789 -2.10208 2.82862 0.7 -0.3 -2.3 0.21
H 2.27324 0.05927 1.92789 0.8 -1.0 -1.9 0.24
H 3.67015 -0.50335 0.64952 -2.0 0.2 1.0 0.22
H 3.16141 0.75666 -1.84284 -2.1 -1.4 -0.3 0.21
H 2.71455 -0.91320 -2.60260 -1.0 2.0 1.3 0.20
H 1.45511 0.25214 -4.18590 -0.5 1.1 2.2 0.19
H 1.46698 1.88504 -3.18193 -1.0 -2.5 0.2 0.22
H 0.07440 0.50924 -2.92304 2.3 0.6 -0.1 0.24
H -1.43969 0.63757 -1.35839 -0.1 0.1 -0.1 -0.39
H -4.47407 -1.86414 -1.14590 1.8 1.7 0.6 0.22
H -2.86060 -1.06975 -1.74758 -1.4 0.2 2.0 0.26
H -4.19845 -0.02411 -0.82352 1.3 -1.9 0.0 0.23
H 1.61172 2.04015 1.30271 -0.7 0.7 0.3 0.37
H -2.05916 3.52728 -0.08579 2.1 0.4 0.4 0.47
H -2.47011 1.70847 2.13227 1.9 1.0 0.9 0.48
```
Forces are in eV/Å.